1.
# C26H26N8O2S3V

C26H26N8O2S3V as an isolated structure (ωB97M-V/def2-TZVPD, the OMol25 dataset).

Summary:
- Total charge: +2
- Lowest unoccupied orbital energy (alpha / beta): -6.94 / -6.61 eV
- Calculated total energy: -101579.4084 eV
- Molar mass: 629.69 g/mol
- 2S+1: 2
- Maximum force: 0.56 eV Å⁻¹
- Energy relative to the best compared isomer or geometry (same formula, charge and spin): 2.514 eV
- Orbital gap (alpha / beta): 6.7 / 7.1 eV

Each line ends with the Mulliken charge.
Atoms and positions in Å:
V (0.5632, -0.4501, 0.1251)  0.440
N (1.4253, 0.2276, 4.3884)  -0.360
C (1.0675, -0.2257, 3.1901)  0.782
S (1.9985, 0.3171, 1.8067)  -0.420
N (0.0671, -1.0754, 3.1221)  -1.650
N (-0.1818, -1.4678, 1.8560)  1.077
C (-1.0481, -2.3930, 1.6616)  -0.614
C (-1.2642, -2.7973, 0.2793)  0.816
C (-2.0279, -3.8960, -0.0739)  -0.996
C (-2.0924, -4.2607, -1.4100)  -0.412
C (-1.3910, -3.5196, -2.3486)  -1.331
C (-0.6648, -2.4222, -1.9250)  0.012
N (-0.6109, -2.0560, -0.6405)  0.764
H (2.1972, 0.8616, 4.4967)  0.222
H (0.9553, -0.1233, 5.2081)  0.260
H (-1.5603, -2.8644, 2.4928)  0.512
H (-2.5447, -4.4611, 0.6893)  0.530
H (-2.6751, -5.1206, -1.7118)  0.462
H (-1.4004, -3.7830, -3.3963)  0.541
H (-0.1044, -1.8127, -2.6218)  0.546
O (2.3789, -0.5010, -3.6282)  -0.870
S (2.7952, -0.5842, -2.2432)  1.314
O (4.0889, -0.0925, -1.8983)  -0.723
N (1.6159, 0.1883, -1.3696)  0.463
C (1.4741, 1.5852, -1.6541)  -0.697
C (2.4819, 2.5146, -1.4341)  -0.391
C (2.1542, 3.8632, -1.3349)  -0.863
C (0.8275, 4.2641, -1.2889)  -0.579
C (-0.1824, 3.3309, -1.5109)  0.311
C (-1.5586, 3.5754, -1.0548)  -1.122
C (-2.1489, 2.8000, -0.1304)  -0.781
C (-1.5852, 1.6572, 0.6200)  0.147
N (-0.6998, 0.8140, 0.2995)  -0.094
C (0.1778, 2.0407, -1.8973)  0.158
C (2.6285, -2.2670, -1.7312)  0.448
C (2.3395, -2.6665, -0.4328)  0.059
C (2.3339, -4.0160, -0.1137)  -0.757
C (2.6338, -4.9621, -1.0840)  -0.604
C (2.9223, -4.5586, -2.3805)  -0.727
C (2.9192, -3.2114, -2.7090)  -0.701
H (3.4969, 2.1824, -1.2664)  0.606
H (2.9405, 4.5859, -1.1645)  0.473
H (0.5721, 5.2803, -1.0173)  0.544
H (-2.0800, 4.4718, -1.3730)  0.545
H (-3.1232, 3.0974, 0.2381)  0.458
H (-2.0166, 1.5262, 1.6194)  0.497
H (2.1130, -1.9945, 0.3976)  0.554
H (2.1096, -4.3225, 0.8997)  0.516
H (2.6480, -6.0125, -0.8269)  0.452
H (3.1603, -5.2919, -3.1387)  0.443
H (3.1485, -2.8926, -3.7168)  0.521
C (-3.0657, 1.7604, -4.9954)  -0.865
N (-1.6408, 1.5783, -5.2164)  0.078
C (-1.0488, 1.7365, -6.5574)  -0.561
C (0.4620, 1.5734, -6.2960)  -0.616
N (0.5100, 1.3375, -4.8455)  0.347
C (-0.7007, 1.3364, -4.3252)  0.683
S (-1.0603, 0.9903, -2.6401)  -0.370
H (-3.6226, 0.9093, -5.3862)  0.330
H (-3.3913, 2.6631, -5.5104)  0.332
H (-3.2619, 1.8671, -3.9320)  0.303
H (-1.3024, 2.7225, -6.9446)  0.349
H (-1.4522, 0.9833, -7.2332)  0.372
H (1.0288, 2.4645, -6.5550)  0.371
H (0.8859, 0.7211, -6.8226)  0.306
H (1.3003, 0.8917, -4.3808)  0.159

2.
# C26H27Br39NO2P

C26H27Br39NO2P as an isolated structure at a distorted geometry (ωB97M-V/def2-TZVPD, the OMol25 dataset).

Summary:
- Lowest unoccupied orbital energy: -1.32 eV
- Calculated total energy: -2773917.6549 eV
- Molar mass: 3532.74 g/mol
- Maximum force: 3.80 eV Å⁻¹
- Orbital gap: 6.1 eV

Each line ends with the Mulliken charge.
Atoms and positions in Å:
C (0.8895, 1.0697, 1.3658)  -0.826
C (0.9533, 0.8370, -0.0332)  -1.295
C (1.9787, 1.4527, -0.9880)  1.373
C (1.5469, 2.3585, -2.0594)  -1.045
C (2.5295, 2.9366, -2.9927)  -0.455
C (3.9417, 2.6192, -2.9220)  -0.869
C (4.3570, 1.7139, -1.7997)  -0.545
C (3.3870, 1.1507, -0.8446)  0.641
C (4.1197, 0.2609, 0.2225)  0.306
O (3.6730, -0.2901, 1.1835)  -0.600
N (5.4484, 0.2340, -0.2749)  0.521
P (6.7862, 0.4646, 0.8836)  -0.044
C (6.8569, -0.9822, 2.1091)  -0.849
C (6.4714, 1.9577, 2.0012)  -0.446
C (7.9011, 2.6123, 2.2918)  -1.023
C (5.7525, 1.1360, -1.3606)  0.010
O (6.8590, 1.3027, -1.7781)  -0.615
H (0.3183, 1.9892, 1.7331)  0.380
H (1.3441, 0.3650, 2.1048)  0.259
H (0.1537, 0.1695, -0.4927)  0.569
H (0.4721, 2.6572, -2.1964)  0.460
H (2.2111, 3.6440, -3.7975)  0.482
H (4.7120, 3.0054, -3.6152)  0.856
H (5.8799, -1.0578, 2.6425)  0.307
H (7.7279, -0.7969, 2.7926)  0.322
H (7.1143, -1.8813, 1.5043)  0.125
H (5.8332, 2.7400, 1.5262)  0.360
H (6.0909, 1.6282, 3.0080)  0.393
H (8.0413, 3.5712, 1.7328)  0.294
H (8.0364, 2.8403, 3.3858)  0.298
H (8.7447, 1.9345, 2.0101)  0.295
C (-3.5620, -0.7126, -0.0414)  -0.415
Br (-3.5920, -2.2049, -1.2723)  -0.076
Br (-3.8692, -1.2778, 1.7805)  0.000
Br (-1.9347, 0.3231, -0.2005)  0.339
H (-4.3851, -0.0592, -0.3146)  0.357
C (-2.2950, 4.5795, -2.1390)  -0.459
Br (-2.9200, 5.0193, -0.3629)  -0.019
Br (-0.3542, 4.5231, -2.2146)  0.065
Br (-3.1195, 2.9545, -2.8053)  0.072
H (-2.6127, 5.3821, -2.7958)  0.391
C (10.1123, 1.8178, -3.9546)  -0.074
Br (10.8167, 1.2823, -5.6759)  -0.046
Br (11.5229, 2.2442, -2.7027)  -0.041
Br (8.8397, 3.2638, -4.1241)  -0.022
H (9.5740, 0.9661, -3.5502)  0.142
C (-6.6707, -3.3310, 4.3706)  -0.293
Br (-5.8105, -4.7351, 3.3587)  -0.029
Br (-8.1626, -3.9976, 5.4068)  -0.082
Br (-5.4107, -2.3654, 5.4740)  0.012
H (-7.0725, -2.6230, 3.6534)  0.387
C (5.5933, 0.3538, -5.9142)  -0.341
Br (7.3044, -0.4877, -6.2431)  -0.070
Br (5.3602, 0.7795, -4.0383)  0.134
Br (5.3237, 1.9073, -7.0370)  -0.077
H (4.8264, -0.3666, -6.1791)  0.396
C (-0.4089, 0.5933, -5.3115)  0.646
Br (-0.0941, 0.9558, -3.4404)  0.263
Br (1.0550, 1.2123, -6.4153)  -0.040
Br (-0.8122, -1.2708, -5.6293)  -0.011
H (-1.2894, 1.1666, -5.5988)  -0.685
C (-5.0697, 0.7610, -6.0930)  -0.374
Br (-5.0750, -0.7269, -7.3254)  -0.016
Br (-5.4503, 0.1967, -4.2843)  0.057
Br (-3.4238, 1.7730, -6.1981)  -0.100
H (-5.8710, 1.4272, -6.3941)  0.388
C (-8.8879, -2.1148, -2.0245)  -0.408
Br (-9.2361, -3.2324, -3.5641)  0.013
Br (-6.9944, -1.9782, -1.6549)  0.053
Br (-9.7144, -0.3754, -2.1985)  -0.013
H (-9.3454, -2.6000, -1.1690)  0.354
C (-8.1133, -0.5826, 8.0575)  0.108
Br (-7.6917, 1.0088, 7.0401)  0.009
Br (-6.7735, -0.9522, 9.4059)  0.043
Br (-9.8888, -0.5002, 8.8167)  -0.018
H (-8.1029, -1.4166, 7.3624)  -0.115
C (-4.7047, -3.6190, 11.3995)  0.214
Br (-3.8431, -5.0229, 10.3873)  -0.006
Br (-6.1978, -4.2918, 12.4319)  0.002
Br (-3.4456, -2.6536, 12.5049)  -0.005
H (-5.1052, -2.9099, 10.6807)  -0.246
C (8.7989, -4.2369, -0.7311)  -0.390
Br (8.5530, -5.3016, -2.3270)  -0.034
Br (10.6568, -4.1566, -0.2005)  -0.020
Br (8.0311, -2.4722, -0.9199)  0.113
H (8.2611, -4.7344, 0.0688)  0.336
C (-0.9712, 3.7464, 4.6259)  -0.403
Br (-0.1457, 2.3117, 3.6193)  0.116
Br (-2.5014, 3.1308, 5.6400)  -0.006
Br (0.3100, 4.6654, 5.7456)  -0.024
H (-1.3383, 4.4684, 3.9044)  0.332
C (-12.4456, -5.4003, -3.9745)  0.018
Br (-13.0505, -4.0445, -5.2134)  0.004
Br (-13.4980, -5.4103, -2.3524)  -0.013
Br (-12.3796, -7.1480, -4.7994)  -0.008
H (-11.4303, -5.1430, -3.6925)  -0.022

3.
# C26H27Cl5FLaN3O2S

C26H27Cl5FLaN3O2S as an isolated structure at a distorted geometry (ωB97M-V/def2-TZVPD, the OMol25 dataset).

Summary:
- Total charge: +1
- Lowest unoccupied orbital energy: -2.84 eV
- Calculated total energy: -112987.9317 eV
- Molar mass: 780.76 g/mol
- Maximum force: 1.43 eV Å⁻¹
- Energy relative to the best compared isomer or geometry (same formula, charge and spin): 0.600 eV
- Orbital gap: 7.9 eV

Each line ends with the Mulliken charge.
Atoms and positions in Å:
La (-0.0172, 0.3009, -0.5849)  1.629
Cl (-2.5498, 6.5536, 0.7642)  -0.170
C (-1.6985, 5.2507, 0.0443)  0.448
C (-0.3014, 5.2837, -0.0430)  0.006
Cl (0.5563, 6.6232, 0.5911)  -0.164
C (0.3807, 4.2321, -0.6393)  0.438
Cl (2.1007, 4.2285, -0.7205)  -0.165
C (-0.3021, 3.1464, -1.1906)  -0.457
O (0.3563, 2.1548, -1.7839)  -0.913
C (-1.7022, 3.1044, -1.0594)  0.947
Cl (-2.6079, 1.7113, -1.6361)  -0.194
C (-2.3940, 4.1508, -0.4523)  -0.090
Cl (-4.1038, 4.0792, -0.3200)  -0.177
C (-3.4387, -2.0698, -2.0449)  -0.721
C (-3.7608, -3.5587, -2.0843)  -0.842
C (-3.1228, -4.3282, -0.9328)  -0.558
N (-1.6699, -4.1379, -0.9640)  -0.028
C (-0.9448, -3.3645, -0.1875)  -0.061
S (0.5419, -2.7046, -0.7561)  -0.439
N (-1.3468, -3.0520, 1.0734)  0.411
C (-1.9946, -3.9058, 1.9994)  0.235
O (-2.2092, -5.0622, 1.7359)  -0.565
C (-2.3244, -3.2612, 3.2972)  0.445
C (-2.5738, -4.1097, 4.3751)  -0.380
C (-2.9159, -3.5716, 5.6027)  -0.612
C (-3.0200, -2.1958, 5.7496)  -0.321
C (-2.7834, -1.3528, 4.6744)  -1.019
C (-2.4334, -1.8793, 3.4408)  -0.463
H (-4.0590, -1.5114, -2.7441)  0.468
H (-2.3942, -1.8876, -2.3218)  0.063
H (-3.6031, -1.6498, -1.0492)  0.297
H (-3.4473, -3.9879, -3.0396)  0.357
H (-4.8392, -3.7144, -2.0173)  0.367
H (-3.3270, -5.3970, -0.9826)  0.357
H (-3.4978, -3.9714, 0.0194)  0.311
H (-1.2144, -4.3667, -1.8361)  0.314
H (-0.9085, -2.2304, 1.4621)  -0.031
H (-2.4924, -5.1781, 4.2325)  0.459
H (-3.1041, -4.2264, 6.4420)  0.407
H (-3.2988, -1.7809, 6.7090)  0.398
H (-2.8776, -0.2821, 4.7915)  0.452
H (-2.2860, -1.2059, 2.6066)  0.816
F (-1.4502, 0.0214, 1.0623)  -0.615
C (3.8580, -1.4706, -1.2977)  -0.829
N (4.7024, -0.2418, -1.3488)  0.037
C (6.0105, -0.4726, -0.6755)  -0.903
C (3.9554, 0.9909, -0.8202)  -1.357
C (3.4899, 0.8299, 0.5979)  0.990
C (4.4058, 1.0887, 1.6190)  -0.514
C (4.0299, 0.9435, 2.9433)  -0.722
C (2.7280, 0.5685, 3.2363)  -0.901
C (1.8176, 0.3633, 2.2072)  0.030
C (2.1541, 0.4829, 0.8477)  -0.568
H (4.4497, -2.3093, -1.6549)  0.357
H (2.9947, -1.3185, -1.9416)  0.294
H (3.5390, -1.6160, -0.2691)  0.416
H (4.8990, -0.0472, -2.3294)  0.329
H (5.8123, -0.7731, 0.3489)  0.450
H (6.5810, 0.4521, -0.6969)  0.346
H (6.5333, -1.2591, -1.2137)  0.351
H (3.1229, 1.1329, -1.5125)  0.297
H (4.6523, 1.8193, -0.9554)  0.484
H (5.4061, 1.4396, 1.3927)  0.495
H (4.7358, 1.1432, 3.7373)  0.405
H (2.4168, 0.4596, 4.2672)  0.422
H (0.7963, 0.1239, 2.4995)  0.450